Density functional theory data (the ωB97M-V functional and the def2-TZVPD basis) for C15H30GaO2 as an isolated structure in a non-equilibrium geometry.

ORCA input file:
```
! wB97M-V def2-TZVPD RIJCOSX def2/J DEFGRID3
* xyz -1 1
C 2.14 -2.15 3.50
C 2.44 -1.36 2.61
Ga 2.69 -0.23 0.92
C 0.89 0.71 0.51
C 1.12 2.14 -0.03
C -0.05 3.09 0.25
C -1.11 3.21 -0.86
C -1.58 1.91 -1.50
C -2.35 0.99 -0.54
C -2.33 -0.44 -1.09
C -2.73 -1.55 -0.11
C -2.46 -1.23 1.33
O -2.53 -2.41 2.12
C -2.06 -2.14 3.42
C 3.33 -1.38 -0.65
C 2.41 -1.37 -1.84
C 2.55 -0.03 -2.58
O 2.81 -2.44 -2.72
H 1.73 -2.80 4.21
H 3.73 0.97 1.24
H 0.41 0.09 -0.25
H 0.28 0.77 1.40
H 2.03 2.48 0.45
H 1.31 2.13 -1.10
H 0.36 4.08 0.44
H -0.54 2.77 1.17
H -1.99 3.66 -0.40
H -0.77 3.91 -1.61
H -0.71 1.36 -1.85
H -2.16 2.12 -2.39
H -1.88 1.10 0.42
H -3.37 1.36 -0.55
H -3.05 -0.46 -1.90
H -1.38 -0.66 -1.56
H -2.12 -2.42 -0.34
H -3.75 -1.88 -0.23
H -3.20 -0.50 1.69
H -1.48 -0.78 1.47
H -2.44 -2.88 4.11
H -2.41 -1.16 3.73
H -0.97 -2.11 3.44
H 4.30 -1.00 -0.94
H 3.42 -2.42 -0.34
H 1.37 -1.51 -1.55
H 1.58 0.36 -2.87
H 3.14 -0.14 -3.47
H 3.03 0.69 -1.93
H 2.03 -2.90 -3.04
*
```

HOMO energy ... -4.6688 eV
HOMO-LUMO gap ... 7.8 eV

---

Density functional theory data (the ωB97M-V functional and the def2-TZVPD basis) for C3H4LiO3Tm as an isolated structure in a non-equilibrium geometry.

ORCA input file:
```
! wB97M-V def2-TZVPD RIJCOSX def2/J DEFGRID3
* xyz 3 4
O -0.51 0.38 -0.68
C -0.28 -0.98 -0.41
C 1.00 -1.37 -1.05
H -0.26 -1.07 0.82
H -1.10 -1.62 -0.80
H 1.27 -0.86 -1.98
H 1.50 -2.30 -0.76
Tm -2.41 1.40 -0.25
O -1.36 1.88 1.61
C -0.24 1.62 1.91
O 0.91 1.84 1.88
Li 1.47 1.07 -0.30
*
```

HOMO energy (spin up / spin down) ... -19.9126 / -23.3993 eV
⟨S²⟩ ... 3.756
Relative energy (zero: lowest compared OMol25 entry of this formula, charge and spin) ... 68.7 kcal/mol
HOMO-LUMO gap (spin up / spin down) ... 4.6 / 6.8 eV

---

Density functional theory data (the ωB97M-V functional and the def2-TZVPD basis) for an isolated molecule of C25H41BrF6N3O6PS2 in a non-equilibrium geometry.

ORCA input file:
```
! wB97M-V def2-TZVPD RIJCOSX def2/J DEFGRID3
* xyz 0 1
C 1.94 1.82 -2.53
C 1.40 1.10 -3.76
O 2.37 1.22 -4.81
C 1.12 -0.39 -3.59
C 0.18 -0.79 -2.46
C 1.01 -1.15 -1.22
C 1.98 -2.33 -1.40
C 3.35 -2.01 -0.73
C 3.81 -3.20 0.08
F 5.10 -3.03 0.47
F 3.80 -4.34 -0.66
C 2.97 -3.48 1.37
F 3.77 -3.99 2.32
F 2.42 -2.35 1.85
F 2.00 -4.37 1.15
O -0.40 -2.07 -2.94
S -1.35 -2.81 -1.89
O -0.60 -3.69 -1.03
O -2.31 -3.53 -2.66
C -2.23 -1.58 -0.82
C -2.08 -2.17 0.60
C -2.88 -1.45 1.71
C -2.26 -1.78 3.09
C -1.53 -0.61 3.79
C 0.00 -0.78 3.94
C 0.81 0.23 3.10
C 1.78 1.10 3.92
S 1.11 2.76 4.23
C 2.27 3.77 3.45
N 3.33 3.47 2.78
N 3.90 4.65 2.40
C 3.16 5.60 2.85
O 2.09 5.10 3.53
C -1.89 -0.05 -1.02
C -3.26 0.67 -1.03
C -3.40 2.00 -1.80
N -4.16 3.04 -1.05
C -1.04 0.57 0.14
C -1.46 1.91 0.72
F -2.46 1.81 1.68
C -1.04 0.15 -2.31
P -1.84 0.05 -4.06
O -2.17 1.63 -4.39
Br -3.88 -0.83 -3.91
H 2.11 2.87 -2.81
H 2.91 1.44 -2.21
H 1.26 1.84 -1.69
H 0.52 1.65 -4.10
H 3.12 1.71 -4.46
H 0.73 -0.74 -4.54
H 2.09 -0.87 -3.49
H 1.61 -0.28 -0.97
H 0.43 -1.33 -0.32
H 2.20 -2.56 -2.43
H 1.62 -3.24 -0.94
H 4.13 -1.85 -1.46
H 3.27 -1.20 -0.02
H -3.25 -1.80 -1.09
H -2.48 -3.18 0.55
H -1.03 -2.19 0.88
H -3.88 -1.89 1.72
H -3.02 -0.39 1.56
H -1.55 -2.60 2.99
H -3.04 -2.16 3.75
H -1.73 0.31 3.25
H -1.97 -0.47 4.78
H 0.25 -0.57 4.97
H 0.32 -1.79 3.72
H 1.39 -0.26 2.32
H 0.14 0.91 2.60
H 2.69 1.24 3.34
H 2.05 0.66 4.87
H 3.32 6.65 2.74
H -3.62 0.80 -0.01
H -4.03 0.04 -1.45
H -3.95 1.84 -2.71
H -2.43 2.43 -2.04
H -3.53 3.75 -0.73
H -4.58 2.64 -0.22
H -0.85 -0.09 0.97
H -0.05 0.80 -0.24
H -0.59 2.28 1.27
H -1.68 2.68 -0.01
H -0.71 1.18 -2.29
H -1.61 1.89 -5.13
*
```

SMILES ... C[C@@H](O)C[C@]1(CCCC(F)(F)C(F)(F)F)OS(=O)(=O)[C@@H](CCCCCCCSc2nnco2)[C@@](CCN)(CCF)[C@@H]1P(O)Br
HOMO energy ... -9.0112 eV
HOMO-LUMO gap ... 9.1 eV

---

Density functional theory data (the ωB97M-V functional and the def2-TZVPD basis) for C11H24BF10FeNO13S5 as an isolated structure in a non-equilibrium geometry.

ORCA input file:
```
! wB97M-V def2-TZVPD RIJCOSX def2/J DEFGRID3
* xyz 0 5
Fe 0.20 -0.88 -0.59
B 0.94 -2.97 0.84
F 0.43 -3.73 1.88
F 1.25 -1.72 1.08
F 2.03 -3.63 0.29
F 0.06 -2.90 -0.20
C -0.17 2.02 -3.30
F -0.56 3.21 -3.82
F 0.33 1.17 -4.25
F 0.77 2.33 -2.44
S -1.62 1.23 -2.30
O -1.58 1.87 -1.02
O -2.90 1.34 -3.02
N -0.94 -0.42 -2.20
S -1.56 -1.24 -3.43
O -1.85 -0.50 -4.66
O -0.76 -2.38 -3.63
C -3.35 -1.90 -2.79
F -3.25 -2.91 -1.91
F -3.86 -0.96 -2.05
F -4.08 -2.24 -3.86
O 2.94 1.75 2.24
S 1.59 1.51 1.96
O 1.04 0.75 0.81
O 0.88 0.88 3.34
C 1.22 1.30 4.68
C 0.60 0.55 5.80
C 0.57 3.16 2.08
H 0.98 2.36 4.72
H 2.28 1.56 4.77
H 0.54 1.05 6.77
H 1.11 -0.41 5.89
H -0.37 0.28 5.39
H 1.22 3.84 2.62
H -0.42 3.05 2.52
H 0.51 3.57 1.07
O 2.00 -0.45 -1.49
S 3.26 -0.09 -2.08
O 4.32 -1.16 -2.25
O 2.90 0.74 -3.45
C 3.72 0.65 -4.57
C 2.84 1.17 -5.73
C 3.87 1.40 -1.14
H 4.13 -0.36 -4.59
H 4.53 1.39 -4.58
H 2.42 2.14 -5.47
H 1.97 0.57 -5.99
H 3.41 1.23 -6.66
H 4.85 1.62 -1.57
H 4.05 1.19 -0.09
H 3.14 2.20 -1.24
O -1.30 -0.51 0.82
S -2.65 -0.20 1.32
O -3.52 0.47 0.37
O -3.37 -1.65 1.74
C -3.01 -2.48 2.87
C -3.87 -3.72 2.71
C -2.58 0.63 2.96
H -3.22 -2.03 3.84
H -1.96 -2.79 2.92
H -4.94 -3.54 2.87
H -3.64 -4.54 3.39
H -3.98 -4.12 1.71
H -2.03 0.02 3.67
H -3.56 0.70 3.42
H -2.02 1.57 3.03
*
```

HOMO energy (spin up / spin down) ... -10.3120 / -9.6742 eV
⟨S²⟩ ... 6.007
Relative energy (zero: lowest compared OMol25 entry of this formula, charge and spin) ... 114.7 kcal/mol
HOMO-LUMO gap (spin up / spin down) ... 10.0 / 9.3 eV

---

Density functional theory data (the ωB97M-V functional and the def2-TZVPD basis) for a 2-piece molecular cluster, C11H9NO2 overall in a non-equilibrium geometry.

ORCA input file:
```
! wB97M-V def2-TZVPD RIJCOSX def2/J DEFGRID3
* xyz 0 1
C -2.86 0.69 -0.05
C -2.67 -0.66 0.15
C -1.87 1.61 -0.12
C -1.35 -1.17 0.18
C -0.55 1.16 -0.30
C -0.29 -0.26 -0.13
C 0.55 1.97 -0.73
C 1.80 1.47 -0.79
C 2.09 0.10 -0.55
C 1.02 -0.75 -0.14
C 1.23 -2.22 0.05
N 1.97 0.05 1.79
O 3.25 -0.41 -0.69
O 1.52 1.06 2.14
H -3.87 0.89 0.17
H -3.41 -1.47 0.58
H -2.03 2.63 0.04
H -1.14 -2.13 0.55
H 0.39 2.93 -1.06
H 2.64 2.16 -1.19
H 0.50 -2.73 -0.71
H 0.91 -2.50 1.07
H 2.17 -2.43 -0.26
*
```

HOMO energy (spin up / spin down) ... -7.8568 / -7.8657 eV
Relative energy (zero: lowest compared OMol25 entry of this formula, charge and spin) ... 45.7 kcal/mol
HOMO-LUMO gap (spin up / spin down) ... 6.6 / 6.6 eV

---

Density functional theory data (the ωB97M-V functional and the def2-TZVPD basis) for C23H20BClF4PRu as an isolated structure in a non-equilibrium geometry.

ORCA input file:
```
! wB97M-V def2-TZVPD RIJCOSX def2/J DEFGRID3
* xyz 1 5
C 0.02 1.87 3.47
C 0.71 1.28 2.37
C 0.86 2.25 1.36
H 1.18 0.31 2.41
C 0.23 3.46 1.78
C -0.15 3.32 3.18
H -0.27 4.11 3.89
H -0.10 1.42 4.45
H 1.52 2.17 0.51
H 0.32 4.41 1.28
Ru -1.81 2.52 2.40
Cl -2.79 2.07 0.39
P 0.17 -0.70 -0.87
C 0.99 0.47 -1.92
C 2.21 0.17 -2.56
H 2.73 -0.76 -2.34
C 2.75 1.07 -3.48
H 3.67 0.82 -4.02
C 2.10 2.29 -3.73
H 2.51 2.98 -4.48
C 0.95 2.64 -3.01
H 0.48 3.62 -3.17
C 0.40 1.75 -2.10
H -0.48 2.01 -1.50
C 1.26 -1.89 -0.07
C 2.53 -1.48 0.40
H 2.82 -0.42 0.35
C 3.41 -2.43 0.93
H 4.40 -2.11 1.24
C 3.01 -3.76 1.05
H 3.72 -4.51 1.41
C 1.70 -4.13 0.75
H 1.37 -5.16 0.93
C 0.80 -3.20 0.24
H -0.24 -3.47 0.06
C -1.26 -1.46 -1.67
C -1.25 -1.78 -3.05
H -0.40 -1.50 -3.67
C -2.34 -2.46 -3.59
H -2.33 -2.75 -4.64
C -3.46 -2.75 -2.80
H -4.30 -3.29 -3.23
C -3.51 -2.35 -1.46
H -4.39 -2.55 -0.85
C -2.43 -1.69 -0.90
H -2.45 -1.33 0.14
F -2.91 1.29 3.61
B -2.98 2.25 4.94
F -4.06 1.76 5.60
F -1.77 2.05 5.57
F -3.13 3.54 4.41
*
```

HOMO energy (spin up / spin down) ... -11.5902 / -12.3165 eV
⟨S²⟩ ... 6.060
HOMO-LUMO gap (spin up / spin down) ... 7.2 / 6.2 eV